C42H96O36S6 | ωB97M-V/def2-TZVPD

Largest force on an atom = 4.2 eV Å⁻¹
Energy relative to the best compared isomer or geometry (same formula, charge and spin) = 22.9 kcal/mol
SMILES string = CCOS(C)(=O)=O.CCOS(C)(=O)=O.CCOS(C)(=O)=O.CCOS(C)(=O)=O.CCOS(C)(=O)=O.CCOS(C)(=O)=O.CCOC(=O)OC.CCOC(=O)OC.CCOC(=O)OC.CCOC(=O)OC.CCOC(=O)OC.CCOC(=O)OC
LUMO level = 0.3 eV
HOMO energy = -0.3929 hartree

Element x y z (Å)
C  -18.6164  6.5396  21.5239
C  -19.5619  6.1944  20.3404
O  -19.4805  7.2671  19.3917
S  -20.6918  8.1099  18.9090
C  -19.8197  9.6422  18.4915
O  -21.2240  7.5829  17.7118
O  -21.5439  8.2845  20.0555
H  -18.7602  7.5419  21.9466
H  -17.5273  6.3499  21.2593
H  -18.7734  5.8033  22.2910
H  -19.4515  5.2873  19.7568
H  -20.5512  6.2286  20.8070
H  -20.6190  10.3255  18.1301
H  -19.0629  9.5439  17.7350
H  -19.3713  9.9063  19.4470
C  -10.6832  5.7228  17.5588
C  -11.9472  4.9607  17.1790
O  -11.8443  4.4260  15.7823
S  -12.9068  3.3248  15.4983
C  -12.4394  2.9539  13.7681
O  -12.7834  2.2303  16.4348
O  -14.2394  3.9015  15.5116
H  -10.6896  6.6541  17.0886
H  -9.7141  5.2758  17.2830
H  -10.6462  5.9137  18.6275
H  -12.1828  4.0579  17.7276
H  -12.7543  5.6514  17.2167
H  -11.3537  2.8718  13.7037
H  -12.7203  3.7914  13.0832
H  -12.9970  1.9809  13.5096
C  -9.5700  4.1385  25.7059
C  -10.2280  4.9309  24.5981
O  -11.3822  4.3161  24.0159
S  -11.0470  3.3940  22.7692
C  -10.9826  4.4988  21.3451
O  -9.6866  2.8231  22.8163
O  -12.1704  2.5467  22.6535
H  -10.3631  4.1652  26.4781
H  -8.6933  4.7922  25.9476
H  -9.1917  3.1192  25.3979
H  -10.5902  5.9604  25.0368
H  -9.5120  5.1073  23.8149
H  -10.7689  3.9381  20.4235
H  -10.2211  5.2656  21.5773
H  -12.0243  4.9608  21.2212
C  -16.3207  6.7470  27.9903
C  -14.9643  6.0549  28.1823
O  -13.8868  6.9877  28.4213
S  -12.7137  7.0313  27.3640
C  -13.5421  7.6229  25.8459
O  -11.6994  7.8951  27.8369
O  -12.2747  5.6505  27.0408
H  -17.0536  5.9065  27.8573
H  -16.4076  7.3174  27.1126
H  -16.5200  7.3910  28.8332
H  -15.1000  5.3403  29.0120
H  -14.6897  5.5202  27.3035
H  -13.9758  8.6647  26.0177
H  -14.3555  6.8395  25.7386
H  -12.8111  7.5488  25.0316
C  -25.0114  4.1771  22.6132
C  -23.8331  5.1493  22.5778
O  -22.7005  4.4213  21.9787
S  -21.6578  3.7619  22.9627
C  -21.1740  2.5187  21.8166
O  -20.5883  4.7197  23.1591
O  -22.3406  3.2456  24.1183
H  -24.7421  3.3855  23.3788
H  -25.3769  3.6422  21.7751
H  -25.8304  4.7553  23.0746
H  -24.0050  6.0533  21.9656
H  -23.5921  5.3986  23.6218
H  -22.0281  1.8897  21.6320
H  -20.4026  1.9413  22.4056
H  -20.6830  2.9483  20.9668
C  -16.0433  7.0460  13.1914
C  -15.9324  5.5746  13.4941
O  -16.9672  4.8295  12.7744
S  -16.9773  3.2683  12.5872
C  -17.6553  2.6732  14.1050
O  -17.9825  2.9953  11.6031
O  -15.5634  2.9091  12.4115
H  -17.0483  7.4745  13.2993
H  -15.7891  7.2077  12.1708
H  -15.4333  7.6659  13.8970
H  -15.0021  5.1975  13.1405
H  -16.0557  5.3264  14.6063
H  -17.0519  3.1950  14.9378
H  -17.4190  1.5850  14.1590
H  -18.7537  2.7693  14.1168
C  -15.0885  7.8020  16.9568
C  -16.4147  7.7220  17.6253
O  -17.5273  7.9468  16.7942
C  -18.1839  6.9432  16.2607
O  -18.0815  5.7806  16.5840
O  -18.9917  7.4326  15.2579
C  -19.9899  6.5528  14.7362
H  -14.2438  7.8381  17.6494
H  -15.1242  8.7256  16.4206
H  -14.9156  6.9567  16.2359
H  -16.4421  8.4986  18.3425
H  -16.5396  6.7520  18.0714
H  -20.4803  5.9281  15.4255
H  -19.4346  5.9660  14.0356
H  -20.6478  7.2578  14.2565
C  -16.2926  10.2717  22.5153
C  -14.9216  10.3628  21.9552
O  -14.0109  9.7335  22.8579
C  -12.7970  9.3130  22.4322
O  -12.0750  8.6536  23.1742
O  -12.5316  9.6360  21.1695
C  -11.2538  9.1505  20.6717
H  -16.9808  10.4340  21.7233
H  -16.5261  11.0330  23.2606
H  -16.5441  9.2743  22.9281
H  -14.6810  11.4602  21.9546
H  -14.8495  10.0181  20.8808
H  -11.3240  8.3859  19.9252
H  -10.8539  8.7215  21.5356
H  -10.7151  9.9842  20.2469
C  -13.0706  2.2152  26.4383
C  -13.9413  3.1394  25.7158
O  -15.3020  2.6703  26.1176
C  -16.2486  3.4259  25.5149
O  -15.9609  4.4477  25.0167
O  -17.4207  2.9891  25.7083
C  -18.4345  3.8959  25.1819
H  -13.0761  1.2798  25.8593
H  -13.3112  2.0076  27.4630
H  -12.0485  2.6636  26.3855
H  -13.8193  2.9426  24.6574
H  -13.8413  4.2315  26.0021
H  -18.4690  4.8379  25.7761
H  -19.3610  3.3513  25.3432
H  -18.2404  4.1361  24.0820
C  -24.1139  2.7971  18.5705
C  -23.2508  4.0237  18.4861
O  -21.8487  3.8050  18.7136
C  -21.0490  3.6031  17.6829
O  -21.3267  3.5618  16.4808
O  -19.7969  3.3325  18.1292
C  -18.9668  2.8069  17.0129
H  -24.0944  2.4362  19.5619
H  -23.8073  2.0926  17.8043
H  -25.1471  3.1109  18.3177
H  -23.5513  4.6314  19.3423
H  -23.3089  4.4859  17.4826
H  -18.9483  3.5677  16.2755
H  -19.4532  1.8873  16.7664
H  -17.9311  2.5753  17.4061
C  -16.9898  -1.2281  19.2223
C  -17.6449  -0.0434  19.8995
O  -16.9100  0.3198  21.1416
C  -17.1307  1.4900  21.6206
O  -17.8387  2.3679  21.1258
O  -16.2566  1.8556  22.6071
C  -15.5972  0.8313  23.3824
H  -15.9996  -0.9557  18.8137
H  -17.6736  -1.5101  18.3966
H  -16.9313  -2.0669  19.9221
H  -18.6642  -0.2719  20.1709
H  -17.5701  0.8486  19.2726
H  -14.9049  0.2755  22.7838
H  -16.2693  0.0882  23.8989
H  -15.0852  1.2960  24.2157
C  -14.8275  2.7047  19.2183
C  -15.7483  3.9038  19.3070
O  -15.5041  4.7510  20.4247
C  -14.4458  5.5730  20.3105
O  -13.9874  5.8586  19.2629
O  -14.0509  6.0485  21.4255
C  -14.7791  5.8168  22.6793
H  -15.2325  2.1038  18.3033
H  -14.8522  2.0782  20.1754
H  -13.7960  2.8879  19.0590
H  -16.7860  3.6023  19.5261
H  -15.6942  4.5436  18.4291
H  -15.7508  6.2805  22.6889
H  -14.1010  6.3622  23.3438
H  -14.7810  4.8027  22.9303

Forces on atoms 1 to 2 (eV/Å):
1.68 -1.27 -1.30
-0.58 1.06 1.79